Entry 1:
Molecular formula: C7H9N2
Method: DFT, the ωB97M-V functional and the def2-TZVPD basis

Structure (XYZ):
```
18
Properties=species:S:1:pos:R:3:forces:R:3:lowdin_charge:R:1
C 2.22041 1.33178 0.31854 -2.965 0.701 2.281 -0.160
C 2.61675 0.14798 0.68774 0.884 0.639 -0.839 0.155
C -1.33069 -0.28415 0.83944 2.462 -0.100 -1.545 0.025
C -0.74487 0.90659 0.58472 -0.351 0.580 0.751 -0.010
C 0.03472 -0.47727 -0.95151 -3.084 -0.794 3.289 0.178
C -1.26837 -2.56332 -0.18688 0.704 0.908 -0.436 0.038
C 1.31241 1.32307 -0.95432 3.643 1.329 1.631 -0.138
N -0.72555 -1.17148 -0.04315 -0.907 -0.766 -2.365 -0.066
N 0.04704 0.78281 -0.52080 1.101 -1.404 -2.444 -0.039
H 1.88201 2.06626 1.22891 1.365 -1.088 -2.333 0.167
H -1.96929 -0.70553 1.55301 -0.910 0.076 0.952 0.133
H -0.72383 1.76958 1.19618 -0.302 0.843 0.067 0.133
H -0.79961 -3.11373 0.60321 0.463 -0.851 -0.118 0.097
H -2.32793 -2.61704 -0.01562 -0.490 0.551 0.093 0.095
H -1.10892 -2.87056 -1.22111 0.392 -0.392 0.428 0.107
H 1.91119 0.65799 -1.58101 -0.989 -0.806 -0.252 0.127
H 1.48755 2.22418 -1.49681 -1.466 1.217 -0.148 0.121
H 3.27541 -0.30702 1.36490 0.451 -0.645 0.989 0.038
```
Positions in Å, forces in eV/Å.

The total energy is -381.12056 Ha. The spin multiplicity is 3. Its energy relative to the best compared isomer or geometry (same formula, charge and spin) is 4.123 eV. For the HOMO-LUMO gap (alpha / beta), the calculation gives 9.10 / 7.10 eV. As for the charge: +1. The expectation value of S² is 2.022. The highest occupied orbital energy (alpha / beta) is -12.70 / -14.35 eV. The calculation puts the LUMO energy (alpha / beta) at -3.595 / -7.248 eV.

---

Entry 2:
Molecular formula: C14H46MnO14
Method: DFT, the ωB97M-V functional and the def2-TZVPD basis

Structure (XYZ):
```
75
Properties=species:S:1:pos:R:3:forces:R:3:lowdin_charge:R:1
Mn -26.04647 -14.19197 9.47960 1.358 0.780 -1.304 1.126
C -26.74951 -10.37758 8.27813 -0.516 -0.125 -0.568 0.025
C -26.53820 -11.84435 8.56009 1.280 1.063 -0.006 -0.676
O -25.59029 -12.51295 8.07873 -0.438 0.157 0.008 -0.052
O -27.28841 -12.33411 9.44974 -0.697 -1.488 0.892 -0.093
H -26.49603 -9.77359 9.14936 0.384 -0.186 0.024 0.067
H -27.82101 -10.22466 8.14935 0.025 -0.035 -0.117 0.051
H -26.24126 -10.00972 7.38679 0.153 -0.132 0.172 0.093
C -24.89726 -17.57235 7.61383 -0.208 -0.546 -0.689 0.016
C -25.13792 -16.21445 8.13245 0.267 1.199 1.295 -0.738
O -25.84286 -15.36581 7.57291 -2.148 0.188 -1.982 -0.053
O -24.65114 -15.80560 9.22341 0.808 -0.836 2.374 -0.097
H -24.50490 -18.29228 8.33207 0.095 0.395 0.026 0.090
H -24.23958 -17.48458 6.74904 0.104 -0.141 0.003 0.097
H -25.85630 -17.92867 7.23782 0.051 -0.122 -0.091 0.091
C -30.89338 -12.92290 10.16495 0.813 0.531 0.017 -0.134
O -30.24442 -11.81800 9.47916 -1.355 -0.589 0.407 -0.139
H -31.85475 -13.22632 9.75045 0.297 0.214 -0.755 0.075
H -30.18575 -13.75198 10.16571 -0.302 -0.341 0.058 0.070
H -31.15485 -12.68674 11.19644 0.356 0.299 0.239 0.065
H -29.29648 -11.94756 9.55800 0.391 -0.100 0.025 0.007
C -22.31727 -13.80090 7.27852 -0.070 -1.722 0.571 -0.186
O -22.87952 -12.64587 6.80343 -0.209 1.478 -0.707 -0.099
H -21.74356 -13.66814 8.19576 0.079 0.209 0.223 0.072
H -23.13087 -14.49474 7.49007 0.227 -0.413 0.266 0.063
H -21.65894 -14.30138 6.56844 0.100 0.217 -0.313 0.079
H -23.82633 -12.71448 6.94643 -0.192 0.346 0.063 0.040
C -26.39773 -9.11726 12.00961 0.189 -0.053 0.315 -0.134
O -25.54414 -8.25025 11.25791 -0.352 0.009 -0.283 -0.127
H -26.25163 -10.12768 11.62777 -0.217 -0.048 0.032 0.067
H -26.06811 -9.09266 13.04829 -0.201 -0.118 0.156 0.093
H -27.45452 -8.85593 11.95505 0.037 0.054 -0.137 0.090
H -25.97339 -7.39737 11.15818 0.181 -0.003 0.060 0.078
C -26.19877 -9.49040 4.12393 -0.092 0.567 -0.199 -0.139
O -26.56205 -8.25931 3.44442 0.210 -1.026 0.715 -0.124
H -25.99361 -10.28988 3.41201 -0.034 0.252 -0.028 0.083
H -25.32629 -9.29115 4.74615 0.246 -0.277 -0.046 0.074
H -27.01341 -9.78460 4.78568 -0.128 -0.284 -0.042 0.052
H -26.77520 -7.73687 4.22109 -0.217 0.756 -0.370 0.060
C -29.91263 -9.98813 6.39119 -0.469 0.766 1.073 -0.211
O -30.32277 -10.67686 5.28508 -0.635 -0.708 -1.157 -0.096
H -29.72259 -10.64011 7.24377 0.558 -0.129 0.074 0.058
H -29.09222 -9.32110 6.12643 0.355 0.158 0.444 0.063
H -30.75560 -9.39982 6.75366 -0.021 0.405 -0.151 0.086
H -29.70843 -11.40170 5.14796 0.000 -0.466 -0.390 0.028
C -23.41742 -13.79024 11.43559 1.016 -0.220 1.284 -0.119
O -24.49597 -13.17980 10.77822 -0.823 -0.911 -0.718 -0.175
H -23.44304 -13.41968 12.46035 0.247 -0.172 0.219 0.094
H -23.45377 -14.87893 11.47464 -0.418 0.136 -0.430 0.086
H -22.45931 -13.49259 11.00953 -0.010 -0.031 -0.238 0.089
H -24.37179 -12.24904 10.97783 -0.395 1.067 -0.078 0.052
C -28.16528 -12.26828 13.09505 0.408 -0.106 -0.296 -0.132
O -26.79569 -12.72958 13.19595 -0.862 0.385 0.436 -0.126
H -28.90095 -12.91866 13.56823 0.169 -0.501 -0.113 0.076
H -28.31816 -11.32180 13.61358 0.621 0.135 -0.153 0.078
H -28.36958 -12.15569 12.03030 -0.457 0.213 0.043 0.058
H -26.74485 -13.50672 12.63464 0.157 -0.022 0.055 0.049
C -28.15071 -13.60545 5.75979 -0.416 -0.353 0.836 -0.122
O -29.03659 -13.11943 4.73661 0.961 -0.277 0.279 -0.116
H -27.59771 -14.52096 5.54969 0.069 0.114 -0.703 0.074
H -27.43214 -12.85846 6.09709 -0.158 0.219 -0.497 0.071
H -28.75016 -13.87507 6.62932 -0.098 0.155 0.323 0.079
H -29.70983 -13.79717 4.64168 -0.172 0.102 -0.180 0.090
C -28.38954 -7.46533 8.81002 -0.777 0.303 -0.190 -0.153
O -27.31202 -6.58567 8.50099 -0.245 -0.395 -0.032 -0.102
H -29.19333 -6.96096 9.34633 0.200 0.150 0.630 0.083
H -28.93936 -7.74191 7.91041 0.657 -0.136 -0.385 0.068
H -28.07888 -8.37483 9.32421 -0.007 0.167 0.092 0.049
H -26.98143 -6.23438 9.33099 0.028 0.110 -0.085 0.060
C -23.12331 -10.24173 9.97152 0.019 0.909 -0.385 -0.121
O -23.67201 -10.43536 11.24818 -0.555 -1.122 0.782 -0.128
H -23.89188 -10.00168 9.23683 -0.122 -0.390 -0.207 0.078
H -22.51052 -9.34167 10.02119 0.614 -0.248 -0.288 0.088
H -22.58408 -11.14756 9.69439 0.098 0.285 -0.137 0.085
H -24.30541 -9.73492 11.42083 0.188 0.274 -0.062 0.027
```
Positions in Å, forces in eV/Å.

The total energy is -2765.27922 Ha. The spin multiplicity is 6. Its energy relative to the best compared isomer or geometry (same formula, charge and spin) is 2.020 eV. For the HOMO-LUMO gap (alpha / beta), the calculation gives 8.98 / 8.50 eV. The expectation value of S² is 8.754. The highest occupied orbital energy (alpha / beta) is -9.63 / -9.63 eV. The calculation puts the LUMO energy (alpha / beta) at -0.652 / -1.129 eV.

---

Entry 3:
Molecular formula: H16O8
Method: DFT, the ωB97M-V functional and the def2-TZVPD basis

Structure (XYZ):
```
24
Properties=species:S:1:pos:R:3:forces:R:3:lowdin_charge:R:1
O 0.65990 0.39280 -0.12676 0.704 1.390 0.060 -0.062
H 1.57033 0.59086 0.11998 -0.043 -0.024 -0.055 0.026
H 0.73724 -0.02792 -0.99048 -0.088 -0.017 0.529 0.020
O 4.81089 0.58923 -0.97630 -0.226 0.010 -0.023 -0.054
H 4.43389 0.87226 -1.81699 0.096 0.003 0.037 0.036
H 4.04296 0.44061 -0.41311 0.151 -0.025 -0.028 0.016
O -1.43536 -1.26441 -2.56827 0.046 -0.014 -0.428 -0.050
H -0.53143 -0.94383 -2.66382 -0.272 0.218 -0.051 0.023
H -1.89287 -0.90905 -3.33859 0.000 -0.027 0.034 0.050
O 0.53327 -1.45605 3.07681 0.069 -0.003 0.133 -0.056
H 0.26478 -1.75089 3.95429 -0.021 0.008 -0.071 0.035
H 1.36583 -0.99487 3.22893 -0.074 -0.038 -0.075 0.034
O -1.95101 3.22837 -0.66483 -0.561 0.282 -0.371 -0.080
H -2.64799 2.58373 -0.83113 0.162 -0.003 0.021 0.031
H -1.99402 3.38022 0.28600 0.306 -0.229 -0.054 0.011
O 0.25083 -1.86420 -0.60033 0.161 -1.471 -0.409 -0.072
H 0.21170 -2.26812 -1.47458 -0.297 -0.412 0.168 0.035
H 0.44368 -2.60122 -0.00991 0.081 0.119 0.081 0.061
O -0.42595 2.46753 1.37980 0.321 0.238 0.885 -0.065
H 0.43620 2.48790 0.94938 -0.376 -0.076 -0.228 0.029
H -0.35983 1.73499 2.00270 -0.106 -0.037 -0.164 0.038
O -2.87942 -1.17133 0.45234 -0.241 -0.203 0.181 -0.059
H -3.42234 -1.86369 0.05882 0.084 0.118 -0.031 0.030
H -2.22129 -1.65292 0.96607 0.124 0.191 -0.138 0.022
```
Positions in Å, forces in eV/Å.

The total energy is -611.44692 Ha. The spin multiplicity is 1. Its energy relative to the best compared isomer or geometry (same formula, charge and spin) is 3.692 eV. For the HOMO-LUMO gap, the calculation gives 10.04 eV. The highest occupied orbital energy is -10.04 eV. The calculation puts the LUMO energy at 0.001 eV.

---

Q: Among the records above, which one has the lowest energy relative to the best compared isomer or geometry (same formula, charge and spin)?
A: C14H46MnO14